Computed, not measured: 2 unconnected molecules or ions with the total composition C2H7OS, with ωB97M-V with the def2-TZVPD basis set.

Structure (XYZ):
```
11
C2H7OS, DFT ωB97M-V with the def2-TZVPD basis set
S -0.812 -2.669 0.799
H -1.519 -2.028 -0.149
C 0.739 0.497 -0.550
O 1.400 -0.617 0.009
C -0.355 1.126 0.311
H 0.256 0.167 -1.484
H 1.513 1.218 -0.801
H 0.752 -1.291 0.279
H -1.275 0.537 0.295
H -0.632 2.083 -0.063
H -0.066 0.976 1.355
```

The gap between HOMO and LUMO (spin up / spin down) comes out at 0.3908 / 0.2520 Eh. Its expectation value of S² is 0.753. The LUMO energy (spin up / spin down) is 0.7 / -3.1 eV. The value obtained for the energy above the lowest of the compared OMol25 structures with the same formula, charge and spin is 70.4 kJ/mol. As for the energy: -15068.184 eV. The total charge is 0. The molar mass comes out at 79.144 g/mol. Its spin multiplicity is 2.